No. 1
Density functional theory data (wB97M-V/def2-TZVPD) for 2 unconnected molecules or ions with the total composition C24H32FN3O10P.

**Kohn-Sham gap**: 0.063 Eh
**Total charge**: +1
**Maximum force**: 6.33 eV/Å
**LUMO energy**: -6.28 eV

Each line ends with the Löwdin charge.
Cartesian coordinates (Å):
C 5.1686 -2.0253 3.1979  -0.122
C 4.6374 -0.8865 2.1917  -0.131
C 3.0503 -0.6933 2.4862  -0.372
O 2.6540 -0.8567 3.6614  0.062
O 2.2389 -0.3982 1.3514  -0.068
C 1.0616 0.3701 1.6934  -0.153
C -0.2702 -0.5333 1.4622  -0.175
N -0.4485 -1.4582 2.6018  -0.101
C -1.2834 -0.8223 3.6593  -0.087
C -0.5739 -0.8311 5.1276  -0.331
O 0.3156 0.0328 5.3712  0.055
O -0.9317 -1.7305 6.1790  0.010
C -0.9550 -2.7975 2.1819  -0.324
C -2.2506 -2.5559 1.2495  -0.035
C -3.3568 -3.7098 1.2914  -0.312
O -3.4113 -4.4880 0.3066  0.083
F -4.3230 -3.9054 2.3231  0.016
C -1.2749 -3.7853 3.4496  -0.133
P -0.8848 -5.6062 3.1449  0.660
O -1.4324 -6.1874 1.8428  -0.295
O -1.6859 -6.4709 4.4222  -0.205
O 0.7865 -5.9959 3.3525  -0.170
C 0.2774 -3.5230 1.3867  -0.542
O 0.1400 -4.1212 0.2679  -0.058
O 1.5662 -3.4427 1.9233  -0.157
H 6.0043 -2.6861 2.7448  0.081
H 5.5297 -1.5087 4.1620  0.080
H 4.3375 -2.7713 3.5045  0.092
H 5.2201 0.0937 2.2254  0.112
H 4.6803 -1.3472 1.1283  0.115
H 1.0911 0.8853 2.7119  0.136
H 0.9866 1.2190 0.9006  0.110
H -1.1485 0.2223 1.3246  0.112
H -0.1301 -1.0358 0.4391  0.102
H -2.3450 -1.2861 3.7543  0.133
H -1.4810 0.3021 3.4554  0.136
H -1.5982 -1.3125 6.7721  0.123
H -2.8107 -1.5655 1.4813  0.124
H -1.8697 -2.4857 0.1611  0.115
H -0.5808 -3.4471 4.3177  0.108
H -2.3436 -3.6640 3.8477  0.104
H -1.1589 -6.2651 5.2418  0.066
H 1.0986 -5.5697 4.1863  0.072
C 0.0592 -1.1231 -2.4676  0.067
N -0.1394 0.2434 -3.0040  -0.060
C -0.7975 1.1531 -2.2571  0.040
C -0.9642 2.4538 -2.7120  0.060
C -0.4456 2.8379 -3.9483  -0.142
C 0.2084 1.8613 -4.7020  0.053
C 0.3492 0.5714 -4.2128  0.036
C -0.5511 4.2246 -4.4441  -0.130
C 0.5955 4.9566 -4.7588  0.060
C 0.4926 6.2406 -5.2706  0.031
N -0.7147 6.7999 -5.4757  -0.083
C -1.8432 6.1332 -5.1604  0.028
C -1.7841 4.8479 -4.6415  0.063
C -0.8166 8.1504 -6.0678  0.047
H -0.9216 -1.5402 -2.2349  0.121
H 0.6745 -1.0385 -1.5695  0.113
H 0.5631 -1.7439 -3.2072  0.115
H -1.1741 0.8285 -1.2921  0.149
H -1.4829 3.1662 -2.0767  0.143
H 0.6152 2.0940 -5.6818  0.142
H 0.8585 -0.1996 -4.7798  0.158
H 1.5848 4.5345 -4.6066  0.147
H 1.3709 6.8232 -5.5262  0.155
H -2.7859 6.6375 -5.3421  0.160
H -2.7135 4.3326 -4.4177  0.146
H -1.3804 8.7808 -5.3797  0.118
H -1.3317 8.0534 -7.0249  0.119
H 0.1794 8.5645 -6.2220  0.108



No. 2
Density functional theory data (wB97M-V/def2-TZVPD) for C24H32N2O3 in the gas phase.

**Kohn-Sham gap**: 0.330 Eh
**Energy above the lowest of the compared OMol25 structures with the same formula, charge and spin**: 37.3 kcal per mole
**Maximum force**: 0.50 eV/Å
**SMILES**: COc1cc(C(=O)NCC2(N(C)C)CCCCC2)ccc1OCc1ccccc1
**LUMO energy**: 0.70 eV

Each line ends with the natural charge from an NBO analysis.
Cartesian coordinates (Å):
C 0.8770 3.5523 -2.2873  -0.253
O 1.8965 2.5982 -2.4545  -0.505
C 1.7017 1.3530 -1.9581  0.348
C 0.6083 0.9599 -1.2009  -0.279
C 0.4989 -0.3410 -0.7181  -0.128
C -0.7218 -0.6634 0.0794  0.670
O -1.7877 -0.1042 -0.1092  -0.636
N -0.5470 -1.6119 1.0264  -0.615
C -1.5905 -1.9984 1.9415  -0.270
C -1.3982 -1.4655 3.3864  0.159
N -0.2161 -2.0280 4.0641  -0.467
C -0.0596 -3.4636 3.9708  -0.409
C 1.0685 -1.3871 3.8855  -0.400
C -2.6222 -1.8766 4.2352  -0.411
C -3.9192 -1.1657 3.8573  -0.398
C -3.7482 0.3460 3.9048  -0.396
C -2.6089 0.7624 2.9856  -0.412
C -1.3082 0.0689 3.3841  -0.412
C 1.4858 -1.2724 -1.0103  -0.219
C 2.5736 -0.8951 -1.7789  -0.245
C 2.6998 0.4014 -2.2479  0.235
O 3.7968 0.7674 -2.9960  -0.511
C 3.6746 0.4746 -4.3866  -0.092
C 2.5186 1.2107 -5.0103  0.029
C 2.6874 2.4938 -5.5131  -0.216
C 1.6054 3.2000 -6.0063  -0.215
C 0.3416 2.6337 -5.9941  -0.217
C 0.1650 1.3554 -5.4934  -0.204
C 1.2489 0.6465 -5.0055  -0.237
H 1.2213 4.4416 -2.8124  0.202
H 0.7187 3.7914 -1.2309  0.177
H -0.0637 3.2116 -2.7303  0.184
H -0.1937 1.6431 -0.9707  0.243
H 0.3732 -1.9925 1.1736  0.397
H -1.6647 -3.0895 1.9608  0.200
H -2.5153 -1.5962 1.5281  0.241
H 0.3787 -3.7964 3.0155  0.151
H 0.6082 -3.7865 4.7713  0.203
H -1.0114 -3.9668 4.1105  0.203
H 1.4939 -1.4905 2.8739  0.148
H 1.7666 -1.8528 4.5829  0.200
H 1.0166 -0.3314 4.1307  0.209
H -2.3778 -1.6511 5.2748  0.216
H -2.7857 -2.9524 4.1594  0.200
H -4.2348 -1.4632 2.8560  0.194
H -4.7028 -1.4759 4.5526  0.209
H -4.6746 0.8377 3.6024  0.208
H -3.5218 0.6537 4.9288  0.190
H -2.8543 0.5312 1.9488  0.226
H -2.4566 1.8423 3.0497  0.207
H -0.5233 0.3919 2.6979  0.212
H -1.0420 0.3879 4.3941  0.208
H 1.4009 -2.2983 -0.6831  0.210
H 3.3444 -1.6105 -2.0255  0.225
H 4.6256 0.7937 -4.8183  0.199
H 3.5556 -0.6101 -4.5283  0.173
H 3.6704 2.9410 -5.5067  0.212
H 1.7461 4.1976 -6.3965  0.213
H -0.5048 3.1885 -6.3722  0.214
H -0.8189 0.9097 -5.4766  0.215
H 1.1054 -0.3501 -4.6107  0.217



No. 3
Density functional theory data (wB97M-V/def2-TZVPD) for a molecular structure, C24H32N2O5PbSi.

**Kohn-Sham gap**: 0.274 Eh
**Maximum force**: 0.69 eV/Å
**LUMO energy**: -0.41 eV

Each line ends with the natural charge from an NBO analysis.
Cartesian coordinates (Å):
Pb -0.3313 0.3231 0.5626  1.690
O 1.1330 -4.1106 3.7760  -0.683
C 1.3200 -4.6162 2.5436  0.353
C 1.6772 -5.9610 2.4363  -0.280
C 1.8932 -6.5325 1.1984  -0.169
C 1.7498 -5.7787 0.0335  -0.271
C 1.3815 -4.4523 0.1372  -0.158
C 1.1651 -3.8498 1.3793  -0.172
C 0.7717 -2.4236 1.4177  0.599
O 0.4778 -1.8349 0.3119  -0.819
N 0.7527 -1.8496 2.5987  -0.481
N 0.4410 -0.5061 2.5392  -0.378
C 0.3838 0.1104 3.6631  0.186
C 0.1458 1.5139 3.8776  -0.244
C -0.0141 1.9292 5.2149  -0.129
C -0.2006 3.2470 5.5487  -0.276
C -0.2065 4.2006 4.5208  -0.175
C -0.0394 3.8250 3.2087  -0.237
C 0.1185 2.4729 2.8425  0.385
O 0.2599 2.1775 1.5673  -0.842
H 0.9445 -3.1505 3.6599  0.504
H 1.7783 -6.5342 3.3499  0.224
H 2.1791 -7.5756 1.1354  0.211
H 1.9161 -6.2281 -0.9371  0.211
H 1.2486 -3.8436 -0.7475  0.220
H 0.5579 -0.5020 4.5465  0.196
H 0.0089 1.1707 5.9917  0.209
H -0.3386 3.5424 6.5799  0.217
H -0.3448 5.2481 4.7614  0.213
H -0.0442 4.5561 2.4092  0.214
C 1.8824 0.1946 -2.0885  -1.265
Si 0.1297 0.7958 -2.1256  1.756
C -1.0280 -0.4146 -2.9798  -0.591
C -0.5452 -1.8454 -2.7032  -0.621
C -0.9513 -0.1465 -4.4933  -0.608
C -2.4800 -0.2716 -2.5072  -0.599
C 0.0089 2.6550 -2.3629  -0.587
C -1.3694 3.2389 -2.0436  -0.611
C 1.0630 3.3259 -1.4697  -0.620
C 0.3571 2.9350 -3.8381  -0.611
H 2.3116 0.1680 -3.0966  0.254
H 1.9110 -0.8140 -1.6700  0.277
H 2.5038 0.8414 -1.4672  0.258
H 0.4359 -2.0340 -3.1471  0.208
H -1.2559 -2.5458 -3.1563  0.214
H -0.4817 -2.0748 -1.6382  0.250
H 0.0772 -0.1537 -4.8720  0.209
H -1.4096 0.8058 -4.7648  0.210
H -1.4998 -0.9390 -5.0143  0.222
H -2.5851 -0.4654 -1.4379  0.218
H -3.0995 -1.0015 -3.0405  0.212
H -2.8863 0.7226 -2.7012  0.217
H -1.6687 3.0642 -1.0125  0.250
H -2.1485 2.8293 -2.6918  0.205
H -1.3339 4.3220 -2.2119  0.208
H 0.8868 3.1421 -0.4064  0.251
H 1.0127 4.4089 -1.6297  0.214
H 2.0768 3.0038 -1.7187  0.205
H -0.4137 2.5758 -4.5199  0.212
H 1.3149 2.4939 -4.1379  0.209
H 0.4383 4.0193 -3.9713  0.223
O -2.2489 -0.2370 1.6541  -0.758
C -3.0281 0.6714 1.2071  0.647
O -2.7033 1.5031 0.3456  -0.701
H -4.0578 0.6587 1.5840  0.127